A 11-piece molecular cluster, C44H121N11O11 overall at a distorted geometry. Source: the Open Molecules 2025 dataset; level of theory: ωB97M-V with the def2-TZVPD basis set.

Results
- HOMO level (eV) = -8.781
- largest force on an atom (eV/A) = 4.0
- gap between HOMO and LUMO (eV) = 9.09
- SMILES string = COC[C@H](C)N.COC[C@H](C)N.COC[C@H](C)N.COC[C@H](C)N.COC[C@H](C)N.COC[C@H](C)N.COC[C@H](C)N.COC[C@H](C)N.COC[C@H](C)N.COC[C@H](C)N.COC[C@H](C)N
- total energy (eV) = -86493.309

Atoms and positions in Å:
C  -12.02123  12.17213  -13.80770
C  -12.29792  11.00083  -14.74730
C  -11.19404  10.74771  -15.83194
O  -11.18094  11.87263  -16.83124
C  -10.20811  11.65263  -17.84432
N  -12.45972  9.83668  -13.84090
H  -12.72089  12.11643  -12.97375
H  -11.92081  13.16591  -14.24409
H  -11.07788  11.97093  -13.30006
H  -13.25191  11.13317  -15.25770
H  -11.43970  9.88436  -16.45031
H  -10.19967  10.57063  -15.42211
H  -10.34242  10.74006  -18.42507
H  -9.19405  11.66183  -17.44470
H  -10.28603  12.46617  -18.56556
H  -13.18286  10.05161  -13.16936
H  -11.63014  9.50409  -13.37049
C  -15.58745  15.86939  -12.71065
C  -14.49343  15.85548  -13.76008
C  -14.84818  14.79742  -14.83061
O  -13.77793  14.86213  -15.71019
C  -13.68513  13.80391  -16.70937
N  -14.33719  17.18715  -14.41898
H  -16.47563  16.33920  -13.13315
H  -15.32330  16.55461  -11.90517
H  -15.93972  14.88436  -12.40450
H  -13.55620  15.60544  -13.26291
H  -15.80280  14.96913  -15.32791
H  -14.87698  13.81686  -14.35545
H  -12.81842  13.92791  -17.35862
H  -14.57165  13.83089  -17.34296
H  -13.68101  12.86027  -16.16382
H  -13.56151  17.64991  -13.96702
H  -14.12310  17.02874  -15.39323
C  -19.37380  8.74543  -18.81729
C  -18.64976  10.04330  -19.20101
C  -17.11930  10.02373  -19.40448
O  -16.42841  9.53501  -18.27603
C  -15.01779  9.68092  -18.41054
N  -19.22168  10.49377  -20.51261
H  -18.96082  8.45084  -17.85252
H  -19.21353  7.95056  -19.54570
H  -20.45820  8.81623  -18.73264
H  -18.77660  10.82085  -18.44774
H  -16.82718  11.02500  -19.72104
H  -16.91538  9.43368  -20.29799
H  -14.37805  9.59717  -17.53201
H  -14.76011  10.68549  -18.74600
H  -14.59046  8.98824  -19.13558
H  -18.85631  11.37219  -20.85170
H  -20.20611  10.50699  -20.28717
C  -9.09992  9.91141  -9.47743
C  -8.17763  9.68962  -10.69935
C  -8.94396  9.98574  -12.05354
O  -10.01018  9.04719  -12.21369
C  -9.61275  7.74108  -12.64539
N  -7.04446  10.58333  -10.58231
H  -9.48244  10.93208  -9.48072
H  -8.61542  9.57509  -8.56078
H  -9.90480  9.18670  -9.35468
H  -7.91977  8.63075  -10.71928
H  -8.24904  9.99130  -12.89327
H  -9.46798  10.93902  -12.12244
H  -10.53665  7.16280  -12.65474
H  -8.88150  7.09765  -12.15613
H  -9.23834  7.75142  -13.66901
H  -7.42875  11.50799  -10.45027
H  -6.60517  10.68717  -11.48583
C  -8.16404  12.55454  -21.15292
C  -7.38044  13.80880  -21.37211
C  -6.74769  14.05368  -22.72836
O  -5.86316  13.05525  -23.11804
C  -5.21517  13.29445  -24.38442
N  -8.28549  14.91203  -20.94455
H  -8.86391  12.38603  -21.97138
H  -8.60800  12.63086  -20.16036
H  -7.47445  11.71653  -21.25446
H  -6.53841  13.73648  -20.68373
H  -6.24042  15.01714  -22.67831
H  -7.59568  14.10859  -23.41100
H  -5.89238  13.14001  -25.22444
H  -4.35435  12.62883  -24.44790
H  -4.76517  14.27250  -24.55477
H  -7.63742  15.65638  -21.15912
H  -8.26578  15.06698  -19.94670
C  -11.39776  16.04902  -18.96661
C  -11.07795  17.25490  -19.93855
C  -11.26264  16.81807  -21.40253
O  -10.64247  17.74246  -22.34396
C  -10.46818  17.18237  -23.61331
N  -12.07492  18.25398  -19.54246
H  -10.69074  15.22203  -19.03232
H  -12.37508  15.59645  -19.13436
H  -11.39040  16.44640  -17.95166
H  -10.05434  17.52585  -19.67988
H  -12.34726  16.78721  -21.50624
H  -10.78169  15.84319  -21.48249
H  -11.36852  17.22865  -24.22597
H  -9.99193  16.20506  -23.53479
H  -9.69905  17.78555  -24.09572
H  -11.91026  18.50018  -18.57686
H  -11.94379  19.08107  -20.10709
C  -12.90416  12.76172  -7.86297
C  -14.30922  13.34371  -8.10819
C  -15.18861  12.42731  -8.94366
O  -14.69194  12.20383  -10.26799
C  -15.68943  11.72607  -11.19475
N  -14.95868  13.57733  -6.83853
H  -12.48046  12.43274  -8.81184
H  -12.83876  11.78763  -7.37825
H  -12.15856  13.51197  -7.59970
H  -14.20697  14.24753  -8.70882
H  -16.11157  13.00713  -8.93612
H  -15.34716  11.44122  -8.50708
H  -15.21929  11.74581  -12.17794
H  -16.46468  12.48335  -11.31146
H  -16.21339  10.80943  -10.92394
H  -14.41647  14.18017  -6.23630
H  -15.78639  14.10470  -7.07703
C  -7.33359  14.39851  -17.12693
C  -6.31546  15.48910  -17.31521
C  -4.83138  15.05076  -17.25161
O  -4.48053  14.62216  -15.99867
C  -3.08825  14.39741  -15.82054
N  -6.54115  16.31526  -18.45076
H  -8.29516  14.87106  -17.32740
H  -7.25908  13.91643  -16.15218
H  -7.32238  13.58252  -17.84952
H  -6.50505  16.28368  -16.59354
H  -4.29547  15.98904  -17.39483
H  -4.58107  14.27941  -17.97994
H  -2.92692  14.28494  -14.74843
H  -2.51768  15.13884  -16.37986
H  -2.80817  13.44799  -16.27689
H  -6.07693  17.21191  -18.42573
H  -7.53644  16.48699  -18.45268
C  -10.91551  16.61264  -15.21502
C  -10.42007  18.01432  -14.72992
C  -10.42450  19.09498  -15.85225
O  -9.57350  18.81699  -17.03155
C  -9.18618  20.06030  -17.65231
N  -11.21037  18.42456  -13.64164
H  -11.93449  16.61090  -15.60203
H  -10.76635  15.87082  -14.43044
H  -10.30104  16.12947  -15.97468
H  -9.40124  17.96824  -14.34529
H  -10.16701  19.94476  -15.22005
H  -11.46780  19.07581  -16.16731
H  -10.06487  20.53807  -18.08560
H  -8.48150  19.88781  -18.46580
H  -8.77931  20.70994  -16.87738
H  -11.09409  17.69141  -12.95676
H  -10.77033  19.26244  -13.28892
C  -12.12906  3.41934  -17.60215
C  -13.18789  4.56621  -17.93463
C  -13.13289  5.83296  -17.08480
O  -13.30719  5.64648  -15.75934
C  -13.35435  6.85549  -15.00762
N  -13.25532  4.91039  -19.33067
H  -12.17767  2.55625  -18.26609
H  -12.16895  3.00934  -16.59299
H  -11.11591  3.81036  -17.69561
H  -14.17567  4.18633  -17.67374
H  -13.86876  6.57350  -17.39817
H  -12.11902  6.22554  -17.16245
H  -12.40238  7.38037  -14.92788
H  -13.76073  6.89278  -13.99689
H  -14.11588  7.51422  -15.42505
H  -14.03272  5.49902  -19.59386
H  -13.42334  4.03357  -19.80296
C  -11.47832  4.96884  -11.54597
C  -12.61970  5.60472  -10.73684
C  -12.76463  7.16657  -10.82559
O  -13.70336  7.62398  -9.88806
C  -13.57256  9.04776  -9.82636
N  -13.88198  5.06393  -11.21480
H  -10.46450  5.19779  -11.21757
H  -11.65733  5.32428  -12.56072
H  -11.45303  3.87918  -11.53528
H  -12.55507  5.27627  -9.69951
H  -13.07511  7.43309  -11.83587
H  -11.81782  7.68506  -10.67448
H  -12.56014  9.43316  -9.70568
H  -14.28862  9.49268  -9.13542
H  -13.98867  9.45399  -10.74828
H  -14.62255  5.66899  -10.88989
H  -13.92630  4.13058  -10.83141

Cartesian forces (eV/Å) of the 2 atoms listed first:
0.8 0.2 -0.1
0.9 -0.3 0.7

A 2-piece molecular cluster, C2H6N3O2 overall at a distorted geometry. Source: the Open Molecules 2025 dataset; level of theory: ωB97M-V with the def2-TZVPD basis set.

Results
- HOMO level (eV) = -3.207
- largest force on an atom (eV/A) = 5.9
- net charge = -1
- gap between HOMO and LUMO (eV) = 7.30
- total energy (eV) = -10731.504

Atoms and positions in Å:
C  1.43656  0.71599  0.53422
C  0.32680  -1.05393  -0.53880
N  -1.53560  -1.00584  0.41545
N  0.95862  0.20196  -0.64327
N  -2.09155  0.05834  0.06800
O  -1.65557  0.91894  -0.76788
O  -3.28706  0.16810  0.55324
H  1.89447  -0.15047  1.03295
H  1.97734  1.71670  0.51947
H  0.72877  0.85049  1.39635
H  1.00330  -1.61182  0.07129
H  -0.06096  -1.67795  -1.42126
H  0.30487  0.86948  -1.21975

Cartesian forces (eV/Å) of the 2 atoms listed first:
0.3 0.9 4.0
-2.7 0.1 0.3

One molecule with the formula C13H16N4O2S at a distorted geometry. Source: the Open Molecules 2025 dataset; level of theory: ωB97M-V with the def2-TZVPD basis set.

Results
- HOMO level (eV) = -8.491
- largest force on an atom (eV/A) = 6.6
- gap between HOMO and LUMO (eV) = 8.77
- SMILES string = CCNC(=O)/N=c1\sn(CC)c(=O)n1-c1ccccc1
- total energy (eV) = -34629.005

Atoms and positions in Å:
O  0.27897  2.90912  1.30337
O  -2.96123  -1.96635  -2.03282
N  -0.33305  0.76256  0.81075
S  -2.16039  1.54685  -1.17358
C  0.17088  1.98169  0.56072
C  -2.69445  -0.97561  -1.35610
C  -1.35138  0.37397  0.04340
C  -0.34244  -3.98521  2.15052
C  0.43555  -2.94126  1.74071
C  -1.65492  -4.12769  1.73526
C  -0.09152  -2.09288  0.74706
C  -2.32950  -3.14071  0.95865
C  -1.49569  -2.07118  0.48299
N  -1.83869  -0.95234  -0.23413
N  0.89052  2.07434  -0.57111
N  -2.84753  0.29801  -1.99806
C  2.93942  3.26263  -0.11199
C  -2.61597  0.29210  -4.34163
C  1.69427  3.10017  -1.01245
C  -3.60357  0.53426  -3.16700
H  0.05387  -4.57928  2.98129
H  1.40653  -2.81188  2.13240
H  -2.13180  -5.05379  2.03855
H  0.72100  -1.37080  0.52558
H  -3.34521  -3.23618  0.74437
H  0.84951  1.22893  -1.06747
H  3.63763  3.99993  -0.54222
H  2.56155  3.88504  0.74369
H  3.33099  2.31713  0.14756
H  -2.73375  -0.75152  -4.60320
H  -1.58467  0.31400  -4.01098
H  -2.95143  0.90512  -5.19110
H  2.04302  2.97020  -2.03499
H  1.14203  4.03678  -0.97895
H  -4.00230  1.61513  -3.22108
H  -4.43381  -0.20005  -3.24160

Cartesian forces (eV/Å) of the 2 atoms listed first:
-1.3 1.7 2.5
-0.4 0.5 2.0